Entry 1:
Molecular formula: C43H64N9O3S2
Method: DFT, ωB97M-V/def2-TZVPD

Expectation value of S²: 0.7511
HOMO level (alpha / beta) in eV: 1.65 / -3.55

Geometry as ORCA input:
```
! RIJCOSX wB97M-V def2-TZVPD def2/J DEFGRID3
* xyz -2 2
C -0.211 0.921 1.301
C -0.687 0.629 -0.119
C 0.530 0.248 -0.957
O -1.646 -0.354 -0.210
H 0.579 0.235 1.609
H -1.000 0.883 2.051
H 0.180 1.920 1.494
H -1.062 1.584 -0.488
H 0.832 -0.718 -0.555
H 1.412 0.861 -0.772
H 0.325 0.272 -2.028
C 4.833 -1.226 -3.969
S 3.730 -0.449 -2.726
O 4.192 -1.012 -1.387
C 4.293 1.310 -2.835
H 4.412 -2.188 -4.261
H 5.817 -1.341 -3.512
H 5.006 -0.606 -4.848
H 5.355 1.315 -2.589
H 3.876 1.948 -2.056
H 3.996 1.792 -3.767
C -1.735 -1.389 -6.646
S -0.939 -2.008 -5.131
O -0.297 -3.406 -5.544
C 0.428 -0.800 -5.009
H -1.061 -1.009 -7.413
H -2.504 -0.722 -6.255
H -2.296 -2.165 -7.166
H 0.751 -0.337 -5.941
H 1.346 -1.166 -4.550
H 0.069 0.008 -4.371
N -1.037 -2.160 2.381
C 0.040 -3.037 2.587
C 0.014 -3.449 3.915
C -1.096 -2.879 4.524
C -1.701 -2.071 3.569
H -1.073 -1.595 1.544
H 0.812 -3.242 1.861
H 0.769 -4.038 4.414
H -1.340 -2.890 5.576
H -2.530 -1.383 3.646
N 4.991 1.340 0.233
C 4.175 2.411 0.540
C 4.860 3.234 1.380
C 6.116 2.657 1.547
C 6.157 1.457 0.945
H 4.690 0.521 -0.274
H 3.164 2.503 0.171
H 4.559 4.201 1.756
H 6.843 3.053 2.241
H 6.889 0.664 0.900
N -4.090 -1.843 -0.164
C -5.333 -1.733 0.428
C -6.121 -2.841 0.087
C -5.373 -3.536 -0.873
C -4.161 -2.947 -1.000
H -3.333 -1.185 -0.040
H -5.490 -0.976 1.182
H -7.077 -3.022 0.556
H -5.612 -4.461 -1.378
H -3.289 -3.107 -1.616
N -3.978 1.140 1.755
C -4.952 1.706 1.002
C -6.042 1.993 1.775
C -5.655 1.547 3.028
C -4.428 1.025 2.966
H -3.032 0.902 1.492
H -4.846 1.657 -0.071
H -7.001 2.426 1.530
H -6.254 1.671 3.918
H -3.754 0.675 3.734
N -0.469 -2.895 -0.895
C -0.966 -4.092 -0.460
C -0.233 -5.090 -1.014
C 0.697 -4.572 -1.935
C 0.466 -3.245 -1.817
H -0.794 -1.948 -0.761
H -1.837 -4.194 0.171
H -0.472 -6.106 -0.738
H 1.419 -5.035 -2.593
H 0.819 -2.394 -2.379
N -2.446 0.615 -3.092
C -3.554 0.002 -3.549
C -4.085 0.694 -4.638
C -3.265 1.808 -4.830
C -2.268 1.788 -3.851
H -1.871 0.353 -2.303
H -3.785 -0.966 -3.130
H -4.954 0.406 -5.212
H -3.351 2.538 -5.621
H -1.456 2.448 -3.583
N 1.610 5.654 -0.210
C 0.709 6.668 -0.376
C -0.544 6.317 0.033
C -0.349 4.969 0.451
C 0.904 4.528 0.193
H 2.589 5.746 -0.440
H 1.027 7.631 -0.747
H -1.480 6.841 0.158
H -1.085 4.281 0.840
H 1.469 3.627 0.383
N 4.002 -1.906 1.294
C 4.239 -3.173 1.896
C 3.714 -3.092 3.172
C 3.150 -1.815 3.336
C 3.289 -1.048 2.148
H 4.316 -1.708 0.354
H 4.779 -3.891 1.296
H 3.820 -3.881 3.901
H 2.778 -1.543 4.313
H 3.115 -0.043 1.791
N 0.300 1.958 4.476
C 0.731 2.989 5.319
C 0.947 2.409 6.533
C 0.696 1.012 6.428
C 0.378 0.796 5.088
H 0.088 2.054 3.493
H 0.816 3.964 4.861
H 1.351 2.889 7.412
H 0.767 0.317 7.252
H 0.271 -0.081 4.468
*
```

Results of the Mulliken charge analysis, in e, for atoms 1 through 6: -1.169 1.207 -1.355 0.986 0.201 0.402



Entry 2:
Molecular formula: C23H74N2O17
Method: DFT, ωB97M-V/def2-TZVPD

HOMO level in eV: -8.20

Geometry as ORCA input:
```
! RIJCOSX wB97M-V def2-TZVPD def2/J DEFGRID3
* xyz 0 1
C 0.862 -3.446 -1.190
C -0.354 -2.923 -1.958
O -0.064 -2.928 -3.360
C -0.642 -1.511 -1.476
N -1.961 -0.995 -1.821
C -1.971 0.367 -2.284
C -1.649 1.444 -1.201
O -1.817 0.946 0.119
C -0.675 0.827 0.889
O -0.249 2.082 1.404
C 0.852 2.633 0.794
O 0.820 3.778 0.433
C 2.091 1.781 0.671
C 2.350 1.438 -0.800
C 3.566 0.521 -0.963
N 3.268 -0.908 -0.897
H 0.586 -3.737 -0.180
H 1.290 -4.288 -1.723
H 1.624 -2.671 -1.091
H -1.201 -3.575 -1.775
H 0.425 -2.120 -3.548
H 0.123 -0.819 -1.837
H -0.519 -1.529 -0.386
H -2.629 -1.133 -1.078
H -1.272 0.503 -3.106
H -2.939 0.600 -2.706
H -0.671 1.894 -1.375
H -2.366 2.257 -1.316
H 0.122 0.322 0.344
H -0.944 0.203 1.738
H 1.927 0.855 1.215
H 2.951 2.281 1.097
H 1.491 0.918 -1.222
H 2.495 2.358 -1.365
H 4.326 0.739 -0.219
H 4.035 0.699 -1.929
H 2.978 -1.173 0.035
H 2.551 -1.160 -1.563
C -2.011 2.185 4.934
O -1.656 3.456 4.406
H -2.317 2.320 5.969
H -2.844 1.754 4.371
H -1.157 1.503 4.905
H -1.389 3.316 3.491
C 3.539 -6.957 -1.787
O 2.258 -6.709 -1.227
H 3.979 -5.992 -2.034
H 4.182 -7.479 -1.076
H 3.451 -7.554 -2.696
H 1.882 -7.571 -1.021
C -5.304 -1.015 0.860
O -4.345 -1.976 1.287
H -5.669 -1.329 -0.115
H -6.149 -0.960 1.552
H -4.845 -0.026 0.766
H -4.015 -1.704 2.148
C 2.832 -10.579 -2.635
O 2.787 -9.820 -1.428
H 3.504 -10.065 -3.316
H 3.216 -11.585 -2.452
H 1.844 -10.646 -3.096
H 2.196 -10.275 -0.820
C 1.845 -3.605 3.248
O 1.852 -3.173 1.891
H 1.009 -3.115 3.741
H 1.710 -4.687 3.316
H 2.769 -3.325 3.762
H 2.585 -3.608 1.443
C 5.035 -0.689 2.262
O 3.647 -0.372 2.398
H 5.579 0.249 2.230
H 5.389 -1.273 3.115
H 5.220 -1.238 1.336
H 3.156 -1.199 2.437
C 6.642 2.309 0.590
O 6.971 1.242 -0.299
H 5.688 2.071 1.053
H 7.395 2.416 1.370
H 6.541 3.251 0.044
H 7.814 1.448 -0.711
C -6.080 2.393 -3.350
O -4.873 1.858 -2.799
H -5.969 2.425 -4.432
H -6.938 1.767 -3.099
H -6.236 3.402 -2.973
H -4.979 1.841 -1.842
C -5.291 1.233 6.932
O -4.382 0.266 7.451
H -5.529 0.946 5.912
H -6.211 1.259 7.522
H -4.834 2.226 6.926
H -4.168 0.516 8.354
C -7.532 5.462 -1.387
O -6.595 4.488 -0.935
H -7.862 5.162 -2.379
H -8.400 5.510 -0.725
H -7.070 6.449 -1.453
H -6.298 4.751 -0.059
C 7.650 4.524 4.419
O 8.020 3.470 3.533
H 6.696 4.255 4.863
H 8.388 4.647 5.216
H 7.536 5.469 3.883
H 8.865 3.704 3.140
C -2.239 1.767 -6.083
O -2.826 0.711 -5.337
H -1.485 1.328 -6.732
H -2.979 2.281 -6.703
H -1.755 2.497 -5.426
H -3.493 1.095 -4.756
C -2.456 4.886 -3.152
O -3.795 5.110 -2.730
H -1.996 5.859 -3.309
H -1.883 4.347 -2.391
H -2.425 4.326 -4.091
H -4.205 4.249 -2.589
*
```

Results of the Mulliken charge analysis, in e, for atoms 1 through 6: -0.536 0.291 -0.608 -0.217 -0.126 0.121



Entry 3:
Molecular formula: C17H20Cl3MoNO4S
Method: DFT, ωB97M-V/def2-TZVPD

Expectation value of S²: 2.0991
HOMO level (alpha / beta) in eV: -0.25 / -0.91

Geometry as ORCA input:
```
! RIJCOSX wB97M-V def2-TZVPD def2/J DEFGRID3
* xyz -2 3
C 1.509 2.232 -2.481
C 0.743 3.276 -1.851
C -0.646 2.929 -1.960
C 1.292 4.547 -1.310
C -0.745 1.718 -2.751
C 0.590 1.280 -3.069
C 0.914 0.171 -4.003
C 2.996 2.198 -2.556
C -1.782 3.706 -1.388
C -2.003 1.139 -3.313
Mo 0.346 1.269 -0.851
Cl 0.599 2.536 1.136
Cl 2.079 -0.239 -0.576
Cl -1.616 0.102 -0.325
H 2.278 4.400 -0.874
H 0.642 4.976 -0.552
H 1.400 5.295 -2.100
H -1.547 4.039 -0.371
H -2.689 3.096 -1.339
H -1.995 4.598 -1.990
H -2.872 1.431 -2.718
H -1.954 0.046 -3.338
H -2.163 1.492 -4.340
H 0.228 -0.664 -3.856
H 1.930 -0.205 -3.852
H 0.807 0.504 -5.043
H 3.435 2.512 -1.602
H 3.371 2.878 -3.329
H 3.348 1.188 -2.779
O 2.000 -1.984 -2.893
H 1.992 -2.349 -1.980
O 0.510 -5.636 2.167
S -0.511 -4.613 2.154
O -1.757 -4.917 1.489
N 0.025 -3.127 1.814
C 0.061 -2.198 2.825
O 0.497 -1.038 2.754
C -0.513 -2.833 4.064
C -0.771 -2.248 5.312
C -1.236 -3.043 6.358
C -1.458 -4.424 6.157
C -1.254 -4.997 4.882
C -0.809 -4.157 3.858
H -0.615 -1.182 5.421
H -1.436 -2.611 7.334
H -1.800 -5.042 6.983
H -1.418 -6.050 4.682
*
```

Results of the Mulliken charge analysis, in e, for atoms 1 through 6: 0.477 1.014 0.783 -1.595 0.645 1.400